1.
The following is a DFT calculation (ωB97M-V/def2-TZVPD) of one molecule with the formula C9H15N3O6.

Gap between HOMO and LUMO: 9.2 eV
Lowest unoccupied orbital energy: -0.01085 hartree
ΔE to the lowest compared entry with this formula, charge and spin: 97.1 kcal/mol
Total charge: 0
Maximum force: 4.853 eV/A
SMILES string: NC(=O)CC[C@H](N)C(=O)N[C@@H](CC(=O)O)C(=O)O

CARTESIAN COORDINATES (ANGSTROEM)
N -1.461 -1.576 2.116
C -1.405 -1.819 0.779
O -0.323 -2.371 0.427
C -2.465 -1.147 -0.096
C -2.338 0.378 -0.388
C -1.398 0.744 -1.633
N -2.236 0.487 -2.774
C -0.028 -0.063 -1.725
O -0.221 -1.017 -2.499
N 1.148 0.241 -1.202
C 1.480 1.182 0.012
C 1.372 0.561 1.459
C 1.885 -0.897 1.460
O 1.605 -1.665 2.369
O 2.988 -1.067 0.729
C 2.889 1.572 -0.131
O 3.639 0.903 -0.832
O 3.439 2.407 0.847
H -2.411 -1.383 2.410
H -0.852 -2.176 2.762
H -3.482 -1.284 0.424
H -2.597 -1.794 -0.985
H -2.044 0.776 0.609
H -3.240 0.792 -0.828
H -1.301 1.833 -1.641
H -1.868 0.946 -3.523
H -1.956 -0.484 -2.952
H 1.813 -0.532 -1.153
H 0.901 2.039 -0.080
H 0.352 0.645 1.885
H 1.952 1.174 2.209
H 3.339 -0.160 0.381
H 2.823 2.754 1.565

---

2.
The following is a DFT calculation (ωB97M-V/def2-TZVPD) of an isolated ion of composition C9H15N4O2 and charge +1.

Gap between HOMO and LUMO: 8.5 eV
Lowest unoccupied orbital energy: -0.10767 hartree
ΔE to the lowest compared entry with this formula, charge and spin: 48.4 kcal/mol
Total charge: +1
Maximum force: 4.972 eV/A
SMILES string: Cc1ccc2c(c1)O[C@@](N)([NH3+])C(N)(N)O2

CARTESIAN COORDINATES (ANGSTROEM)
C 4.089 0.046 1.684
C 2.876 -0.111 0.869
C 2.909 -0.834 -0.316
C 1.765 -1.075 -1.128
C 0.492 -0.780 -0.655
C 0.508 0.052 0.566
C 1.659 0.335 1.305
O -0.734 0.457 1.110
C -1.796 0.061 0.463
N -2.395 -1.104 0.833
N -2.851 1.231 0.655
C -1.747 0.207 -1.124
N -2.871 -0.201 -1.817
N -1.217 1.322 -1.678
O -0.638 -1.048 -1.338
H 3.980 0.706 2.529
H 4.528 -0.937 2.142
H 4.877 0.609 1.023
H 3.810 -1.021 -0.755
H 1.857 -1.615 -1.989
H 1.549 0.852 2.340
H -2.096 -1.386 1.743
H -2.237 -1.879 0.111
H -2.708 2.060 -0.084
H -2.942 1.656 1.570
H -3.785 0.853 0.435
H -2.612 -0.012 -2.805
H -2.960 -1.174 -1.671
H -0.221 1.379 -1.302
H -1.092 1.351 -2.712

---

3.
The following is a DFT calculation (ωB97M-V/def2-TZVPD) of one molecule with the formula C9H15N5.

Gap between HOMO and LUMO: 9.4 eV
Lowest unoccupied orbital energy: 0.02390 hartree
ΔE to the lowest compared entry with this formula, charge and spin: 37.9 kcal/mol
Total charge: 0
Maximum force: 4.545 eV/A
SMILES string: Cn1nnnc1[C@@H]1CN2CCC1CC2

CARTESIAN COORDINATES (ANGSTROEM)
C -0.423 -2.456 -1.373
N -1.088 -2.225 -0.198
N -1.822 -3.259 0.439
N -2.464 -2.701 1.322
N -2.293 -1.398 1.418
C -1.485 -1.044 0.427
C -1.047 0.359 0.313
C -0.528 0.680 -1.108
N 0.756 1.381 -1.123
C 0.778 2.565 -0.225
C 0.439 2.157 1.250
C 0.214 0.615 1.320
C 1.330 -0.247 0.804
C 1.710 0.400 -0.694
H -0.188 -3.494 -1.568
H -1.142 -2.034 -2.186
H 0.603 -2.028 -1.407
H -1.926 0.932 0.546
H -1.191 1.395 -1.543
H -0.501 -0.150 -1.846
H 1.664 3.312 -0.321
H -0.049 3.163 -0.413
H -0.559 2.596 1.611
H 1.213 2.396 2.083
H 0.067 0.372 2.400
H 2.382 -0.300 1.301
H 1.057 -1.326 0.844
H 2.750 0.847 -0.683
H 1.742 -0.508 -1.391

---

4.
The following is a DFT calculation (ωB97M-V/def2-TZVPD) of C9H15NO as an isolated structure.

Gap between HOMO and LUMO: 8.5 eV
Lowest unoccupied orbital energy: 0.01183 hartree
ΔE to the lowest compared entry with this formula, charge and spin: 99.9 kcal/mol
Total charge: 0
Maximum force: 3.854 eV/A

CARTESIAN COORDINATES (ANGSTROEM)
C -1.156 2.571 -1.202
C -0.752 -1.223 -0.955
C 0.155 1.240 0.169
C 0.382 -0.658 -0.194
C 0.133 0.011 1.188
C -0.667 -1.483 -2.418
C 1.865 -0.777 -0.580
C -1.217 -0.170 1.945
C 1.205 0.102 2.227
N -1.062 1.645 -0.357
O -1.788 -1.475 -0.423
H -2.139 2.735 -1.593
H -0.292 3.255 -1.427
H 1.189 1.720 0.014
H -1.578 -2.223 -2.681
H 0.228 -1.985 -2.779
H -0.921 -0.480 -2.813
H 2.336 0.175 -0.401
H 2.196 -1.165 -1.587
H 2.256 -1.582 0.043
H -1.307 0.734 2.565
H -1.116 -1.048 2.492
H -1.989 -0.188 1.257
H 0.608 0.574 3.016
H 2.107 0.533 1.776
H 1.323 -0.837 2.717

---

5.
The following is a DFT calculation (ωB97M-V/def2-TZVPD) of one molecule with the formula C9H15NO3.

Gap between HOMO and LUMO: 9.6 eV
Lowest unoccupied orbital energy: 0.02619 hartree
ΔE to the lowest compared entry with this formula, charge and spin: 47.1 kcal/mol
Total charge: 0
Maximum force: 3.448 eV/A
SMILES string: CC(=O)O[C@@H]1C[C@@H]2N[C@H]1CC[C@@H]2O

CARTESIAN COORDINATES (ANGSTROEM)
C 3.395 2.071 1.333
C 2.469 1.474 0.290
O 2.437 1.845 -0.886
O 1.612 0.555 0.718
C 0.807 -0.108 -0.373
C -0.424 0.645 -0.713
C -1.402 0.192 0.438
N -0.655 -0.676 1.232
C 0.276 -1.335 0.359
C -0.505 -2.266 -0.670
C -2.082 -2.050 -0.505
C -2.585 -0.639 -0.036
O -3.179 0.043 -1.173
H 3.862 1.355 1.988
H 2.767 2.663 1.974
H 4.132 2.533 0.698
H 1.545 -0.220 -1.148
H -0.269 1.718 -0.563
H -0.876 0.341 -1.672
H -1.870 1.025 0.980
H -0.187 -0.157 1.960
H 1.051 -1.859 0.899
H -0.205 -2.001 -1.702
H -0.263 -3.336 -0.484
H -2.552 -2.088 -1.458
H -2.586 -2.847 0.010
H -3.291 -0.800 0.778
H -3.318 0.959 -0.897

---

6.
The following is a DFT calculation (ωB97M-V/def2-TZVPD) of one molecule with the formula C9H15NO3.

Gap between HOMO and LUMO: 10.1 eV
Lowest unoccupied orbital energy: 0.01720 hartree
ΔE to the lowest compared entry with this formula, charge and spin: 234.2 kcal/mol
Total charge: 0
Maximum force: 8.230 eV/A
SMILES string: O=C1C[C@@H](CCO)[C@H](C[C@H]2CO2)N1

CARTESIAN COORDINATES (ANGSTROEM)
O 1.433 3.149 1.624
C 0.589 2.624 0.733
C -0.959 2.062 0.924
C -0.685 0.515 0.351
C -2.246 0.082 -0.050
C -2.543 -1.522 0.107
O -3.206 -2.106 -1.087
C 0.366 0.831 -0.861
C 1.819 0.083 -0.937
C 1.652 -1.531 -0.197
C 3.103 -2.113 0.557
O 1.773 -1.574 1.361
N 0.796 2.309 -0.759
H -1.464 2.167 1.986
H -1.514 2.627 0.033
H -0.340 -0.045 1.318
H -2.974 0.645 0.707
H -2.524 0.411 -1.143
H -3.297 -1.647 1.017
H -1.542 -2.056 0.398
H -2.688 -1.688 -1.861
H -0.126 0.707 -1.914
H 2.116 -0.109 -2.056
H 2.669 0.564 -0.290
H 0.929 -2.368 -0.790
H 3.992 -1.356 0.752
H 3.073 -3.114 1.172
H 1.797 2.450 -1.094

---

7.
The following is a DFT calculation (ωB97M-V/def2-TZVPD) of one molecule with the formula C9H15NO4S.

Gap between HOMO and LUMO (spin up / spin down): 8.1 / 6.9 eV
Lowest unoccupied orbital energy (spin up / spin down): -0.02774 / -0.03584 hartree
ΔE to the lowest compared entry with this formula, charge and spin: 0.0 kcal/mol
Total charge: 0
Maximum force: 1.610 eV/A

CARTESIAN COORDINATES (ANGSTROEM)
C -1.573 0.490 -0.225
C 1.751 -0.137 1.295
C 0.652 -1.535 -0.423
C 1.129 -1.247 -1.854
C -0.160 0.692 0.072
C 2.824 -1.202 1.360
C -0.299 2.908 1.275
C -3.401 -1.012 -0.275
C 0.272 2.124 0.085
N 0.724 -0.328 0.372
O -2.297 1.396 -0.591
O 1.766 0.816 2.038
O -1.324 -1.316 -2.774
O -2.029 -0.766 0.001
S -0.212 -0.356 -2.744
H -0.385 -1.876 -0.487
H 1.241 -2.328 0.030
H 2.015 -0.618 -1.879
H 1.309 -2.186 -2.373
H 2.418 -2.132 1.757
H 3.588 -0.849 2.049
H 3.277 -1.388 0.390
H 0.066 2.488 2.207
H -1.384 2.870 1.254
H 0.017 3.945 1.208
H -3.847 -0.133 -0.744
H -3.913 -1.234 0.663
H -3.458 -1.865 -0.950
H 1.358 2.198 0.086
H -0.127 2.582 -0.824

---

8.
The following is a DFT calculation (ωB97M-V/def2-TZVPD) of a 2-piece molecular cluster, C9H15NOSi overall.

Gap between HOMO and LUMO (spin up / spin down): 7.7 / 7.7 eV
Lowest unoccupied orbital energy (spin up / spin down): 0.02062 / 0.02062 hartree
ΔE to the lowest compared entry with this formula, charge and spin: 34.8 kcal/mol
Total charge: 0
Maximum force: 4.670 eV/A

CARTESIAN COORDINATES (ANGSTROEM)
C -1.115 -2.993 2.808
C -2.083 -2.220 2.136
C 0.208 -2.594 2.558
C -1.731 -1.296 1.180
C 0.492 -1.663 1.599
C -0.470 -1.043 0.816
C -0.517 0.319 -3.289
C 2.669 0.832 -0.245
C -0.641 2.854 0.038
N -0.665 -0.376 -2.025
O 1.715 0.147 -0.929
Si 0.181 0.084 -0.573
H -1.333 -3.704 3.578
H -3.131 -2.377 2.182
H 0.943 -3.116 3.211
H -2.634 -0.806 0.787
H 1.564 -1.378 1.528
H -1.360 0.126 -3.935
H -0.479 1.374 -3.337
H 0.470 0.138 -3.780
H 3.668 0.229 -0.500
H 2.385 0.732 0.830
H 2.866 1.875 -0.442
H -0.196 2.896 1.054
H -0.108 3.424 -0.698
H -1.740 2.594 -0.046
H -1.560 -0.864 -1.856

---

9.
The following is a DFT calculation (ωB97M-V/def2-TZVPD) of one molecule with the formula C9H15NSi2.

Gap between HOMO and LUMO: 8.7 eV
Lowest unoccupied orbital energy: -0.00217 hartree
ΔE to the lowest compared entry with this formula, charge and spin: 14.3 kcal/mol
Total charge: 0
Maximum force: 3.557 eV/A
SMILES string: C[C@@H](Cc1ccccc1)N1[SiH2][SiH2]1

CARTESIAN COORDINATES (ANGSTROEM)
C 0.652 1.844 -1.022
C 1.155 1.199 0.334
C -0.081 1.092 1.240
C -1.139 0.149 0.810
C -2.231 0.691 0.102
C -3.064 -0.190 -0.552
C -2.922 -1.563 -0.345
C -1.852 -2.062 0.402
C -0.898 -1.213 1.007
N 1.792 -0.100 0.117
Si 3.291 -0.736 0.736
Si 2.292 -1.203 -1.300
H 1.543 2.224 -1.676
H -0.093 2.690 -0.790
H 0.157 0.966 -1.609
H 1.873 1.710 0.889
H -0.544 2.012 1.324
H 0.274 0.831 2.194
H -2.207 1.733 0.178
H -3.724 0.314 -1.229
H -3.682 -2.101 -0.904
H -1.949 -3.132 0.524
H -0.121 -1.752 1.541
H 3.377 -1.443 1.923
H 4.401 0.115 0.672
H 2.839 -0.648 -2.738
H 0.864 -1.428 -1.826

---

What did the sixth record say?
The following is a DFT calculation (ωB97M-V/def2-TZVPD) of one molecule with the formula C9H15NO3.

Gap between HOMO and LUMO: 10.1 eV
Lowest unoccupied orbital energy: 0.01720 hartree
ΔE to the lowest compared entry with this formula, charge and spin: 234.2 kcal/mol
Total charge: 0
Maximum force: 8.230 eV/A
SMILES string: O=C1C[C@@H](CCO)[C@H](C[C@H]2CO2)N1

CARTESIAN COORDINATES (ANGSTROEM)
O 1.433 3.149 1.624
C 0.589 2.624 0.733
C -0.959 2.062 0.924
C -0.685 0.515 0.351
C -2.246 0.082 -0.050
C -2.543 -1.522 0.107
O -3.206 -2.106 -1.087
C 0.366 0.831 -0.861
C 1.819 0.083 -0.937
C 1.652 -1.531 -0.197
C 3.103 -2.113 0.557
O 1.773 -1.574 1.361
N 0.796 2.309 -0.759
H -1.464 2.167 1.986
H -1.514 2.627 0.033
H -0.340 -0.045 1.318
H -2.974 0.645 0.707
H -2.524 0.411 -1.143
H -3.297 -1.647 1.017
H -1.542 -2.056 0.398
H -2.688 -1.688 -1.861
H -0.126 0.707 -1.914
H 2.116 -0.109 -2.056
H 2.669 0.564 -0.290
H 0.929 -2.368 -0.790
H 3.992 -1.356 0.752
H 3.073 -3.114 1.172
H 1.797 2.450 -1.094